Record 1
{
  "formula": "C5H12NO3P",
  "method": "ωB97M-V/def2-TZVPD",
  "energy_ha": -819.53968,
  "smiles": "CC(C)/N=C/CO[P@H](=O)O",
  "lumo_ev": 0.73,
  "symbols": ["C", "C", "C", "N", "C", "C", "O", "P", "O", "O", "H", "H", "H", "H", "H", "H", "H", "H", "H", "H", "H", "H"],
  "positions_angstrom": [[1.904, -0.186, -1.570], [1.599, -0.076, -0.059], [1.565, -1.399, 0.605], [0.265, 0.524, 0.220], [-0.152, 1.339, -0.610], [-1.588, 1.732, -0.442], [-2.236, 0.916, 0.495], [-1.809, -0.514, 0.988], [-1.560, -1.539, 0.020], [-2.937, -0.856, 1.916], [2.883, -0.662, -1.782], [1.003, -0.831, -1.996], [1.796, 0.862, -2.070], [2.336, 0.570, 0.351], [2.390, -2.065, 0.213], [0.500, -1.745, 0.450], [1.653, -1.375, 1.751], [0.269, 1.977, -1.372], [-1.763, 2.731, -0.214], [-1.961, 1.555, -1.517], [-0.809, -0.491, 1.982], [-3.349, -0.466, 2.642]]
}


Record 2
{
  "formula": "C5H12NO4",
  "method": "ωB97M-V/def2-TZVPD",
  "energy_ha": -553.50949,
  "lumo_ev": 3.81,
  "total_charge": -1,
  "symbols": ["O", "C", "O", "C", "C", "C", "C", "N", "H", "H", "H", "H", "H", "H", "H", "H", "H", "H", "O", "H", "H", "O"],
  "positions_angstrom": [[-0.243, 1.255, 0.152], [-0.328, 0.371, -0.745], [0.589, 0.018, -1.521], [-1.637, -0.438, -0.847], [-1.459, -1.819, -0.211], [-0.912, -1.918, 1.217], [-0.271, -2.990, 1.721], [-1.050, -0.761, 1.974], [-2.424, 0.087, -0.311], [-1.819, -0.598, -1.909], [-0.718, -2.377, -0.785], [-2.373, -2.429, -0.186], [-0.333, -3.986, 1.302], [0.281, -2.824, 2.626], [-0.808, -0.945, 2.916], [-0.859, 0.148, 1.558], [1.091, 2.748, -0.163], [0.669, 3.812, -1.221], [1.173, 3.684, -0.410], [2.361, 1.048, -0.957], [3.429, 1.988, -1.547], [3.282, 1.340, -0.857]]
}


Record 3
{
  "formula": "C5H12NO4",
  "method": "ωB97M-V/def2-TZVPD",
  "energy_ha": -553.51154,
  "lumo_ev": 3.38,
  "total_charge": -1,
  "symbols": ["C", "C", "C", "C", "N", "C", "O", "O", "H", "H", "H", "H", "H", "H", "H", "H", "H", "H", "O", "H", "H", "O"],
  "positions_angstrom": [[-0.283, 0.707, -0.147], [0.690, 1.793, -0.599], [1.375, 2.555, 0.495], [1.231, 2.439, 1.793], [0.384, -0.495, 0.218], [-0.055, -1.818, -0.021], [-1.198, -1.964, -0.545], [0.743, -2.707, 0.308], [-0.890, 1.109, 0.676], [-0.972, 0.483, -0.950], [0.077, 2.534, -1.121], [1.341, 1.373, -1.382], [2.054, 3.305, 0.106], [1.710, 3.059, 2.533], [0.589, 1.706, 2.252], [1.352, -0.432, 0.480], [-1.150, -0.957, -2.258], [-0.482, -1.951, -3.113], [-0.743, -1.023, -3.133], [-1.434, -3.335, 2.056], [-2.072, -2.941, 0.764], [-2.267, -3.439, 1.587]]
}


Record 4
{
  "formula": "C5H12NOS",
  "method": "ωB97M-V/def2-TZVPD",
  "energy_ha": -725.90742,
  "lumo_ev": 3.87,
  "total_charge": -1,
  "symbols": ["C", "C", "S", "N", "H", "H", "H", "H", "H", "H", "C", "C", "O", "C", "H", "H", "H", "H", "H", "H"],
  "positions_angstrom": [[-2.813, 0.140, 0.922], [-1.691, 1.117, 0.421], [-1.238, 0.789, -1.307], [-2.467, -1.265, 0.773], [-3.646, 0.395, 0.278], [-2.996, 0.325, 1.954], [-0.785, 0.965, 1.081], [-2.112, 2.140, 0.494], [-1.834, -1.608, 1.487], [-2.077, -1.432, -0.157], [2.982, -0.901, 0.467], [2.080, -0.536, -0.514], [1.086, -1.386, -0.935], [2.125, 0.791, -1.189], [3.707, -0.179, 0.893], [2.999, -1.921, 0.785], [0.272, -0.790, -1.190], [3.003, 1.385, -0.916], [2.228, 0.721, -2.296], [1.178, 1.249, -1.052]]
}


Record 5
{
  "formula": "C5H12NOS",
  "method": "ωB97M-V/def2-TZVPD",
  "energy_ha": -725.55177,
  "lumo_ev": [-4.83, -4.83],
  "total_charge": 1,
  "symbols": ["C", "C", "C", "C", "C", "N", "O", "S", "H", "H", "H", "H", "H", "H", "H", "H", "H", "H", "H", "H"],
  "positions_angstrom": [[-1.300, 1.113, 0.887], [-0.257, 0.150, -1.419], [1.776, -1.314, -1.622], [0.129, 1.167, 3.291], [0.278, -1.086, -1.633], [-0.439, -2.163, -1.874], [-0.638, 2.216, 0.686], [-1.068, 0.185, 2.280], [-2.261, 0.941, 0.476], [0.353, 1.080, -1.197], [-1.239, 0.286, -1.717], [2.152, -0.918, -0.739], [1.940, -2.430, -1.853], [2.236, -0.843, -2.429], [-0.179, 0.961, 4.244], [-0.172, 2.180, 3.118], [1.159, 0.928, 2.906], [-1.077, 2.893, -0.001], [0.015, -3.031, -1.682], [-1.409, -2.315, -1.723]]
}


Record 6
{
  "formula": "C5H12NOS2",
  "method": "ωB97M-V/def2-TZVPD",
  "energy_ha": -1123.73634,
  "lumo_ev": -4.20,
  "total_charge": 1,
  "symbols": ["C", "C", "C", "C", "C", "N", "O", "S", "S", "H", "H", "H", "H", "H", "H", "H", "H", "H", "H", "H", "H"],
  "positions_angstrom": [[-1.200, -0.570, -0.257], [-3.446, 0.845, 0.363], [1.303, 0.244, 0.625], [2.263, 1.273, -0.093], [0.795, -0.766, -0.424], [1.033, -2.111, -0.242], [1.273, 2.052, -0.760], [-1.860, -2.122, -0.159], [-1.782, 0.870, -0.265], [-3.485, 1.237, 1.395], [-3.726, -0.297, 0.545], [-4.118, 1.286, -0.376], [1.810, -0.193, 1.522], [0.576, 0.964, 0.866], [2.927, 0.919, -0.819], [2.743, 1.765, 0.729], [0.862, -0.594, -1.484], [1.477, -2.600, -0.999], [-0.621, -2.793, -0.121], [1.461, -2.305, 0.665], [1.714, 2.895, -0.713]]
}


Record 7
{
  "formula": "C5H12NS",
  "method": "ωB97M-V/def2-TZVPD",
  "energy_ha": -650.23732,
  "s2": 0.76,
  "lumo_ev": [6.51, 6.36],
  "spin_multiplicity": 2,
  "total_charge": -2,
  "symbols": ["C", "C", "S", "C", "N", "C", "C", "H", "H", "H", "H", "H", "H", "H", "H", "H", "H", "H", "H"],
  "positions_angstrom": [[-1.306, -1.127, -1.315], [-0.426, -0.932, -0.143], [4.090, -0.167, 0.408], [-1.749, -0.288, 0.292], [-2.197, 1.010, -0.219], [0.652, 0.115, -0.142], [-3.378, 1.433, 0.562], [-1.535, -0.348, -2.123], [-1.641, -2.131, -1.596], [1.560, -0.319, -0.656], [2.586, -0.724, -0.905], [-1.377, 0.669, 0.868], [-2.319, -1.053, 0.851], [-0.201, -1.768, 0.443], [0.939, 0.428, 0.886], [0.312, 1.014, -0.688], [-4.295, 0.742, 0.424], [-3.176, 1.434, 1.661], [-3.681, 2.457, 0.316]]
}


Record 8
{
  "formula": "C5H12NS",
  "method": "ωB97M-V/def2-TZVPD",
  "energy_ha": -650.23016,
  "lumo_ev": -5.50,
  "total_charge": 1,
  "symbols": ["C", "C", "C", "C", "C", "N", "S", "H", "H", "H", "H", "H", "H", "H", "H", "H", "H", "H", "H"],
  "positions_angstrom": [[2.504, -1.033, 1.923], [-1.122, 1.198, -1.523], [0.221, 1.498, 0.480], [-1.037, -0.770, 0.240], [-0.736, 0.691, -0.206], [-0.914, -1.719, -0.890], [2.926, -0.105, 0.701], [2.906, -2.009, 2.274], [-0.988, 2.199, -1.638], [-0.395, 0.747, -2.141], [-2.126, 0.911, -1.779], [1.269, 0.961, 0.512], [0.328, 2.514, -0.254], [0.072, 1.662, 1.477], [-0.373, -1.144, 0.968], [-2.081, -0.593, 0.428], [-0.233, -1.755, -1.548], [-1.739, -2.176, -1.284], [1.518, -1.079, 2.261]]
}


Record 9
{
  "formula": "C5H12NS",
  "method": "ωB97M-V/def2-TZVPD",
  "energy_ha": -650.27059,
  "lumo_ev": -4.56,
  "total_charge": 1,
  "symbols": ["C", "C", "C", "C", "C", "N", "S", "H", "H", "H", "H", "H", "H", "H", "H", "H", "H", "H", "H"],
  "positions_angstrom": [[-1.226, -0.065, 0.012], [-0.918, 1.415, 0.167], [-2.475, -0.799, 0.143], [0.196, -1.881, -0.744], [2.980, 1.313, 0.577], [0.036, -0.566, -0.280], [-0.385, 0.776, -1.466], [1.990, 1.512, 0.227], [-1.822, 1.920, 0.170], [-0.215, 1.885, 0.886], [-2.688, -1.599, -0.663], [-3.318, -0.172, 0.151], [-2.382, -1.258, 1.173], [-0.335, -2.453, 0.075], [-0.314, -1.952, -1.707], [1.227, -2.018, -0.718], [2.921, 0.266, 0.902], [3.582, 1.725, -0.288], [3.146, 1.952, 1.386]]
}


Record 10
{
  "formula": "C5H12NS",
  "method": "ωB97M-V/def2-TZVPD",
  "energy_ha": -650.35789,
  "smiles": "CC(=S)C(C)(C)[NH3+]",
  "lumo_ev": -4.56,
  "total_charge": 1,
  "symbols": ["C", "C", "S", "C", "C", "C", "N", "H", "H", "H", "H", "H", "H", "H", "H", "H", "H", "H", "H"],
  "positions_angstrom": [[0.945, 0.943, -1.711], [-0.221, 0.413, -1.115], [-1.730, 0.569, -1.822], [-0.154, -0.281, 0.343], [0.837, -1.437, 0.467], [0.111, 0.927, 1.237], [-1.551, -0.699, 0.604], [1.890, 0.341, -1.549], [1.124, 2.095, -1.405], [0.911, 0.980, -2.822], [0.292, -2.408, 0.334], [1.322, -1.395, 1.460], [1.594, -1.305, -0.368], [0.786, 1.662, 0.787], [-0.853, 1.439, 1.423], [0.488, 0.587, 2.243], [-1.801, -1.381, 1.342], [-1.842, -1.143, -0.338], [-2.148, 0.093, 0.888]]
}


Record 11
{
  "formula": "C5H12NS2",
  "method": "ωB97M-V/def2-TZVPD",
  "energy_ha": -1048.56444,
  "lumo_ev": -4.60,
  "total_charge": 1,
  "symbols": ["C", "C", "C", "C", "C", "N", "S", "S", "H", "H", "H", "H", "H", "H", "H", "H", "H", "H", "H", "H"],
  "positions_angstrom": [[0.593, -1.316, 0.533], [0.883, -0.376, 1.662], [-0.642, 0.684, 0.038], [-3.006, 1.476, -0.354], [-1.483, 1.644, -0.715], [-0.069, -0.514, -0.438], [-0.467, 0.813, 1.705], [3.753, -1.886, -1.081], [1.467, -1.853, -0.002], [-0.119, -2.006, 0.835], [0.969, -0.768, 2.633], [1.726, 0.242, 1.479], [-3.307, 0.468, -0.788], [-3.582, 2.181, -0.884], [-3.256, 1.398, 0.678], [-1.360, 2.718, -0.557], [-1.296, 1.483, -1.815], [0.112, -0.567, -1.418], [4.840, -2.398, -1.586], [4.241, -1.424, 0.074]]
}


Record 12
{
  "formula": "C5H12NSe",
  "method": "ωB97M-V/def2-TZVPD",
  "energy_ha": -2653.53208,
  "lumo_ev": -5.81,
  "total_charge": 1,
  "symbols": ["C", "C", "C", "C", "C", "N", "Se", "H", "H", "H", "H", "H", "H", "H", "H", "H", "H", "H", "H"],
  "positions_angstrom": [[1.701, 0.888, 0.134], [0.321, 1.579, 0.041], [1.979, -0.096, -0.984], [-0.740, 0.639, 0.578], [-3.015, -1.001, 0.841], [0.975, -1.209, -0.902], [-2.212, 0.132, -0.443], [2.580, 1.706, 0.013], [1.721, 0.482, 1.052], [0.212, 2.454, 0.703], [0.244, 1.883, -1.071], [1.827, 0.283, -1.920], [3.104, -0.358, -0.862], [-0.665, -0.064, 1.500], [-3.945, -1.592, 0.335], [-2.369, -1.654, 1.189], [-3.527, -0.482, 1.710], [0.816, -1.718, -1.760], [0.992, -1.872, -0.157]]
}


Record 13
{
  "formula": "C5H12O",
  "method": "ωB97M-V/def2-TZVPD",
  "energy_ha": -272.88792,
  "smiles": "CC=C(C)C.O",
  "lumo_ev": 0.66,
  "symbols": ["C", "C", "C", "C", "C", "H", "H", "H", "H", "H", "H", "H", "H", "H", "H", "O", "H", "H"],
  "positions_angstrom": [[1.558, 0.132, 1.930], [0.197, 0.300, 1.342], [-0.426, -0.458, 0.441], [-1.900, -0.459, 0.271], [0.328, -1.545, -0.358], [2.256, 0.898, 1.575], [1.612, 0.012, 3.009], [2.057, -0.844, 1.574], [-0.330, 1.170, 1.783], [-2.562, 0.110, 0.959], [-2.228, -1.500, 0.419], [-2.062, -0.108, -0.774], [0.232, -2.472, 0.176], [1.385, -1.322, -0.071], [-0.023, -1.391, -1.390], [0.134, 2.580, -3.897], [-0.386, 3.218, -3.405], [0.158, 1.679, -3.583]]
}


One value per record, in order, for ΔE to the lowest compared entry with this formula, charge and spin: 89.6, 26.3, 21.0, 123.8, 175.3, 263.2, 748.0, 484.6, 378.5, 149.3, 123.7, 182.7, 159.5 kJ/mol.